No. 1
{
  "formula": "ClH3N2S2",
  "method": "ωB97M-V/def2-TZVPD",
  "elements": ["N", "N", "S", "S", "Cl", "H", "H", "H"],
  "positions_angstrom": [[-0.29, 0.93, 0.59], [0.10, 0.01, -0.26], [1.54, -0.97, 0.04], [-1.29, -0.98, -0.74], [-0.71, 0.34, 2.26], [0.67, 1.78, 0.90], [1.79, -1.10, -1.27], [-1.81, -0.02, -1.51]],
  "total_charge": 0,
  "orbital_gap_ev": 8.88,
  "homo_energy_ev": -8.796
}

No. 2
{
  "formula": "ClH3N2S2",
  "method": "ωB97M-V/def2-TZVPD",
  "elements": ["N", "N", "S", "S", "Cl", "H", "H", "H"],
  "positions_angstrom": [[-1.71, 0.02, -0.35], [-0.45, 0.03, -0.66], [0.41, -1.43, -1.00], [0.08, 1.46, -1.61], [-2.90, -0.75, -1.35], [-1.61, -1.13, 0.89], [1.35, -1.38, -0.04], [0.89, 2.01, -0.53]],
  "spin_multiplicity": 3,
  "total_charge": 0,
  "orbital_gap_ev": [7.59, 6.73],
  "homo_energy_ev": [-7.507, -9.397],
  "s_squared": 2.01
}

No. 3
{
  "formula": "ClH3NO2P",
  "method": "ωB97M-V/def2-TZVPD",
  "elements": ["N", "O", "H", "H", "H", "O", "P", "Cl"],
  "positions_angstrom": [[-0.26, 0.41, 0.72], [-0.45, -0.72, 1.45], [0.23, 0.00, -0.15], [0.15, 1.16, 1.46], [-1.15, 0.85, 0.39], [-2.49, 1.23, -1.04], [-3.85, 0.73, -0.68], [-3.50, -0.53, 0.87]],
  "total_charge": 0,
  "smiles": "[NH3+][O-].O=PCl",
  "orbital_gap_ev": 6.70,
  "homo_energy_ev": -8.149
}

No. 4
{
  "formula": "ClH3NOP",
  "method": "ωB97M-V/def2-TZVPD",
  "elements": ["N", "P", "O", "H", "H", "Cl", "H"],
  "positions_angstrom": [[-1.77, 0.36, -0.25], [-1.17, -1.13, 0.31], [0.32, -1.05, 0.27], [-2.82, 0.42, -0.08], [-1.16, 1.13, -0.65], [3.94, 0.36, 0.06], [2.67, -0.08, 0.34]],
  "total_charge": 0,
  "smiles": "NP=O.Cl",
  "orbital_gap_ev": 10.42,
  "homo_energy_ev": -10.488
}

No. 5
{
  "formula": "ClH3NOPS",
  "method": "ωB97M-V/def2-TZVPD",
  "elements": ["N", "O", "P", "S", "Cl", "H", "H", "H"],
  "positions_angstrom": [[-0.27, 0.91, 0.41], [-0.46, -0.56, -1.54], [-0.93, -0.53, 0.06], [2.79, -0.38, 2.18], [0.51, -1.89, 0.68], [-0.77, 1.46, 1.12], [0.00, 1.53, -0.47], [-0.87, -0.54, -2.44]],
  "total_charge": 0,
  "orbital_gap_ev": [7.17, 7.12],
  "homo_energy_ev": [-9.258, -9.223]
}

No. 6
{
  "formula": "ClH3O2SSi",
  "method": "ωB97M-V/def2-TZVPD",
  "elements": ["O", "O", "Si", "S", "Cl", "H", "H", "H"],
  "positions_angstrom": [[0.25, -1.50, 2.14], [1.46, -0.08, 0.30], [-0.01, 0.09, -0.12], [-1.19, -1.16, 1.58], [-1.55, -2.78, 0.41], [0.93, -1.03, 1.49], [-0.66, 1.32, 0.17], [-0.64, -0.67, -1.16]],
  "total_charge": 0,
  "orbital_gap_ev": 10.01,
  "homo_energy_ev": -10.597
}

No. 7
{
  "formula": "ClH4N3",
  "method": "ωB97M-V/def2-TZVPD",
  "elements": ["N", "N", "N", "Cl", "H", "H", "H", "H"],
  "positions_angstrom": [[0.90, -0.27, -0.69], [0.19, 0.76, -0.36], [-0.52, 0.70, 0.80], [-1.24, 0.87, -1.74], [0.41, -1.15, -0.50], [1.48, -0.17, -1.52], [-1.10, 1.50, 0.80], [-1.10, -0.25, 0.93]],
  "total_charge": 0,
  "smiles": "NN(N)Cl",
  "orbital_gap_ev": 9.62,
  "homo_energy_ev": -9.098
}

No. 8
{
  "formula": "ClHNO2S2",
  "method": "ωB97M-V/def2-TZVPD",
  "elements": ["N", "O", "O", "S", "S", "Cl", "H"],
  "positions_angstrom": [[-0.22, 0.61, 0.24], [2.22, -0.18, -1.08], [1.38, -1.48, 0.77], [-1.61, 0.17, 0.87], [1.03, -0.85, -0.51], [-3.03, 0.26, -0.77], [0.21, 1.48, 0.48]],
  "total_charge": -1,
  "orbital_gap_ev": 7.75,
  "homo_energy_ev": -4.210
}

No. 9
{
  "formula": "ClHNO2S2",
  "method": "ωB97M-V/def2-TZVPD",
  "elements": ["N", "O", "O", "S", "S", "Cl", "H"],
  "positions_angstrom": [[-0.67, -0.58, -0.06], [0.67, 0.44, -2.19], [-0.41, -1.68, -2.73], [-2.07, -0.14, 0.62], [-0.60, -0.31, -2.17], [-2.39, 1.82, -0.32], [0.13, -0.22, 0.45]],
  "total_charge": -1,
  "orbital_gap_ev": 7.77,
  "homo_energy_ev": -4.325
}

No. 10
{
  "formula": "ClHNP",
  "method": "ωB97M-V/def2-TZVPD",
  "elements": ["N", "P", "Cl", "H"],
  "positions_angstrom": [[0.91, 0.10, -1.18], [0.70, -0.02, -2.60], [-1.45, -0.21, 1.73], [-0.16, 0.14, 2.05]],
  "total_charge": 0,
  "smiles": "N#P.Cl",
  "orbital_gap_ev": 11.19,
  "homo_energy_ev": -11.283
}

No. 11
{
  "formula": "ClHgO8S",
  "method": "ωB97M-V/def2-TZVPD",
  "elements": ["Hg", "S", "O", "O", "O", "O", "Cl", "O", "O", "O", "O"],
  "positions_angstrom": [[-26.10, -22.93, 5.00], [-29.10, -20.71, 13.04], [-30.03, -19.74, 12.45], [-29.79, -21.64, 13.88], [-28.42, -21.37, 11.85], [-28.14, -20.00, 13.95], [-25.86, -21.13, 8.46], [-26.12, -21.27, 6.98], [-24.83, -20.18, 8.88], [-27.08, -21.19, 9.19], [-25.52, -22.24, 9.03]],
  "spin_multiplicity": 2,
  "total_charge": -2,
  "orbital_gap_ev": [7.20, 6.06],
  "homo_energy_ev": [-2.114, -2.113],
  "s_squared": 0.76
}

No. 12
{
  "formula": "ClK3O4",
  "method": "ωB97M-V/def2-TZVPD",
  "elements": ["K", "K", "K", "Cl", "O", "O", "O", "O"],
  "positions_angstrom": [[20.56, 23.93, -14.37], [13.62, 23.15, -10.46], [16.13, 22.82, -15.32], [17.54, 24.42, -12.12], [16.27, 24.11, -11.46], [17.67, 25.76, -11.66], [18.64, 23.61, -11.76], [17.69, 24.24, -13.60]],
  "spin_multiplicity": 2,
  "total_charge": 3,
  "orbital_gap_ev": [12.66, 6.80],
  "homo_energy_ev": [-23.007, -22.901],
  "s_squared": 0.76
}

No. 13
{
  "formula": "ClKO4",
  "method": "ωB97M-V/def2-TZVPD",
  "elements": ["K", "Cl", "O", "O", "O", "O"],
  "positions_angstrom": [[-9.04, 12.74, -6.72], [-4.97, 16.88, -4.47], [-4.53, 18.01, -3.73], [-5.12, 15.64, -3.66], [-6.24, 17.19, -5.08], [-4.03, 16.47, -5.46]],
  "total_charge": 0,
  "orbital_gap_ev": 4.97,
  "homo_energy_ev": -7.515
}

No. 14
{
  "formula": "ClMnO4",
  "method": "ωB97M-V/def2-TZVPD",
  "elements": ["Mn", "Cl", "O", "O", "O", "O"],
  "positions_angstrom": [[0.91, 0.43, 2.49], [-0.25, -0.07, -0.56], [0.47, 0.23, -1.74], [0.86, -0.25, 0.44], [-1.05, 0.97, 0.04], [-0.94, -1.31, -0.67]],
  "spin_multiplicity": 6,
  "total_charge": 1,
  "orbital_gap_ev": [5.78, 5.86],
  "homo_energy_ev": [-14.886, -14.869],
  "s_squared": 8.76
}

No. 15
{
  "formula": "ClN2O10Rb2",
  "method": "ωB97M-V/def2-TZVPD",
  "elements": ["Rb", "Rb", "Cl", "O", "O", "O", "O", "N", "O", "O", "O", "N", "O", "O", "O"],
  "positions_angstrom": [[-6.45, -4.29, -2.68], [0.27, 0.24, 0.42], [1.07, 1.58, 3.29], [-0.03, 0.66, 3.36], [1.42, 1.94, 4.59], [2.26, 0.84, 2.66], [0.80, 2.66, 2.36], [-1.41, -2.72, -1.05], [-1.93, -1.92, -0.32], [-1.82, -3.89, -1.34], [-0.44, -2.46, -1.74], [1.45, 1.88, -2.36], [1.91, 0.87, -1.74], [1.65, 1.75, -3.55], [1.26, 2.86, -1.89]],
  "total_charge": -1,
  "orbital_gap_ev": 2.49,
  "homo_energy_ev": -3.620
}

No. 16
{
  "formula": "ClNO2S",
  "method": "ωB97M-V/def2-TZVPD",
  "elements": ["O", "N", "S", "O", "Cl"],
  "positions_angstrom": [[0.35, -1.00, 0.51], [0.39, 0.08, -0.01], [1.47, 1.23, 0.01], [-0.83, 0.57, -0.66], [-2.14, 0.02, 0.23]],
  "total_charge": 0,
  "smiles": "[O-][N+](=S)OCl",
  "orbital_gap_ev": 8.57,
  "homo_energy_ev": -10.082
}

No. 17
{
  "formula": "ClNO2S",
  "method": "ωB97M-V/def2-TZVPD",
  "elements": ["N", "O", "O", "S", "Cl"],
  "positions_angstrom": [[-0.55, -0.27, 0.94], [-0.02, -1.26, 1.23], [-1.20, 0.56, 1.38], [-0.08, 0.44, -1.49], [1.85, 0.53, -2.07]],
  "total_charge": 0,
  "orbital_gap_ev": [6.69, 6.67],
  "homo_energy_ev": [-9.279, -9.274]
}

No. 18
{
  "formula": "ClNO2S",
  "method": "ωB97M-V/def2-TZVPD",
  "elements": ["N", "O", "O", "S", "Cl"],
  "positions_angstrom": [[-0.53, 0.01, 0.51], [-1.30, -0.55, 1.27], [-0.73, 0.95, -0.19], [0.86, -0.87, 0.66], [1.71, 0.46, -2.25]],
  "total_charge": 0,
  "orbital_gap_ev": [5.50, 5.47],
  "homo_energy_ev": [-10.662, -10.637]
}

No. 19
{
  "formula": "ClNO3S",
  "method": "ωB97M-V/def2-TZVPD",
  "elements": ["N", "O", "O", "O", "S", "Cl"],
  "positions_angstrom": [[0.14, -1.01, 0.70], [0.49, -2.15, 0.57], [-1.55, 1.43, -0.25], [0.43, 1.23, -1.60], [-0.79, 0.57, -1.11], [1.28, -0.06, 1.68]],
  "total_charge": 0,
  "orbital_gap_ev": 9.16,
  "homo_energy_ev": -11.320
}

No. 20
{
  "formula": "ClNO7",
  "method": "ωB97M-V/def2-TZVPD",
  "elements": ["Cl", "O", "O", "O", "O", "N", "O", "O", "O"],
  "positions_angstrom": [[0.83, 0.29, 1.44], [1.82, 1.10, 2.00], [-0.23, 0.05, 2.39], [0.18, 0.84, 0.22], [1.52, -0.96, 1.04], [-1.09, -0.36, -1.81], [-1.58, 0.28, -0.80], [-0.75, -1.52, -1.70], [-0.70, 0.30, -2.79]],
  "total_charge": -2,
  "orbital_gap_ev": 7.09,
  "homo_energy_ev": -0.422
}

no.,calculated total energy (eV)
1,-37217.6149
2,-37213.5439
3,-27442.5764
4,-25398.2852
5,-36230.8296
6,-35378.3662
7,-17054.8572
8,-39795.5159
9,-39795.4304
10,-23316.2867
11,-43901.7264
12,-69652.0716
13,-37028.5854
14,-52014.0744
15,-37274.1098
16,-28937.1195
17,-28937.5370
18,-28935.4662
19,-30986.8401
20,-28333.3075